Here is a cluster of 3 separate species, CH4N2OS2 in total from the Open Molecules 2025 dataset. Energies are from ωB97M-V/def2-TZVPD.

Each line ends with the natural charge from an NBO analysis.
Element x y z (Å)
C 0.50 0.10 0.07  0.70
H -1.88 -1.21 1.65  0.14
H 0.61 -1.97 0.69  0.42
H -1.03 0.05 -1.15  0.36
H 2.03 1.91 -1.27  0.21
N 0.05 -1.13 0.65  -0.79
N -0.55 0.96 -0.12  -0.71
O 1.64 0.51 0.03  -0.62
S -1.53 -1.65 0.36  0.19
S 0.16 2.42 -0.89  0.10

As for the energy relative to the best compared isomer or geometry (same formula, charge and spin): 508.48 kJ/mol. For the molar mass, the calculation gives 124.190 g/mol.

Here is a structure of composition C9H9Br2NO2 from the Open Molecules 2025 dataset. Energies are from ωB97M-V/def2-TZVPD.

Each line ends with the natural charge from an NBO analysis.
Element x y z (Å)
C -1.46 -2.41 -1.31  -0.22
C -1.22 -1.28 -1.96  -0.15
C -0.66 -2.72 -0.14  -0.19
C -0.31 -0.20 -1.37  0.01
C 0.47 -1.94 0.18  -0.20
C 0.76 -0.73 -0.49  -0.20
C 0.25 2.56 2.10  -0.67
C -0.43 1.59 1.25  0.01
C 1.97 -0.17 -0.34  -0.10
N -0.57 1.72 -0.01  0.33
O -1.20 0.57 -0.60  -0.38
O -0.29 2.74 -0.66  -0.50
Br 2.54 1.38 -1.28  0.15
Br 3.42 -0.84 0.81  0.08
H -2.21 -3.23 -1.44  0.23
H -1.65 -0.91 -2.81  0.21
H -1.04 -3.50 0.42  0.21
H -0.11 0.45 -2.27  0.23
H 1.18 -2.18 0.89  0.22
H 0.86 3.18 1.52  0.24
H 0.79 2.06 2.92  0.23
H -0.48 3.16 2.78  0.23
H -0.59 0.68 1.81  0.21

As for the energy relative to the best compared isomer or geometry (same formula, charge and spin): 493.21 kJ/mol. For the molar mass, the calculation gives 322.984 g/mol.

Here is a structure of composition C6H15NS from the Open Molecules 2025 dataset. Energies are from ωB97M-V/def2-TZVPD.

Each line ends with the natural charge from an NBO analysis.
Element x y z (Å)
C -1.03 -1.45 -1.12  -0.43
C -1.05 0.04 -1.49  -0.54
S -2.24 1.05 -0.45  -0.13
C -0.20 -1.68 0.12  -0.32
N 1.22 -1.15 0.13  -0.16
C 2.99 -0.02 1.30  -0.62
C 1.52 -0.14 1.15  -0.12
C 0.90 1.21 0.80  -0.61
H -2.13 -1.85 -1.15  0.24
H -0.61 -2.02 -2.00  0.22
H -1.35 0.21 -2.52  0.23
H 0.01 0.41 -1.36  0.23
H 0.04 3.08 -0.42  -0.01
H -0.73 -1.18 0.98  0.20
H -0.40 -2.79 0.44  0.27
H 0.23 3.80 -0.77  0.01
H 3.43 -0.98 1.52  0.22
H 3.51 0.39 0.43  0.22
H 3.21 0.54 2.27  0.21
H 1.01 -0.38 2.18  0.22
H 1.29 1.39 -0.22  0.22
H 1.11 1.87 1.57  0.23
H -0.21 0.98 0.89  0.24

As for the energy relative to the best compared isomer or geometry (same formula, charge and spin): 692.49 kJ/mol. For the molar mass, the calculation gives 133.260 g/mol.

Here is an isolated molecule of C4H8OS from the Open Molecules 2025 dataset. Energies are from ωB97M-V/def2-TZVPD.

Each line ends with the natural charge from an NBO analysis.
Element x y z (Å)
C 1.90 -1.31 0.19  -0.63
C 0.91 -0.29 -0.37  0.11
O 1.36 1.09 -0.34  -0.52
C 0.10 1.54 0.17  -0.06
C -0.31 0.11 0.51  -0.38
S -1.88 -0.50 -0.16  -0.06
H 2.84 -1.25 -0.34  0.22
H 1.50 -2.32 0.08  0.22
H 2.13 -1.15 1.25  0.21
H 0.54 -0.62 -1.35  0.18
H -0.52 1.98 -0.63  0.17
H 0.15 2.28 0.97  0.18
H -0.20 -0.06 1.59  0.22
H -2.85 0.19 0.58  0.14

As for the energy relative to the best compared isomer or geometry (same formula, charge and spin): 125.14 kJ/mol. For the molar mass, the calculation gives 104.174 g/mol. As for the SMILES: C[C@@H]1OC[C@H]1S.

Here is an isolated molecule of C25H32N2O3 from the Open Molecules 2025 dataset. Energies are from ωB97M-V/def2-TZVPD.

Each line ends with the natural charge from an NBO analysis.
Element x y z (Å)
O 1.41 1.44 -2.25  -0.53
C 0.90 0.76 -1.40  0.64
C -0.44 0.06 -1.54  -0.14
C -0.88 0.05 -2.99  0.08
C -2.13 0.48 -3.41  -0.25
C -2.48 0.43 -4.75  -0.19
C -1.59 -0.05 -5.70  -0.22
C -0.34 -0.48 -5.29  -0.21
C 0.01 -0.44 -3.95  -0.21
C -0.34 -1.40 -1.05  -0.21
N 0.18 -1.49 0.29  -0.44
C 0.11 -2.84 0.82  -0.21
C 0.33 -2.89 2.33  -0.43
C -0.59 -1.92 3.07  -0.08
O -1.94 -2.34 3.11  -0.74
C 1.48 -0.88 0.39  -0.20
C 1.44 0.61 0.02  -0.25
C 2.84 1.17 0.13  0.08
C 3.23 2.07 1.11  -0.23
C 4.54 2.54 1.17  -0.21
C 5.48 2.11 0.25  -0.20
C 5.10 1.21 -0.74  -0.21
C 3.80 0.75 -0.79  -0.20
C 0.42 1.37 0.90  -0.20
N -0.91 0.82 0.74  -0.43
C -1.86 1.40 1.67  -0.22
C -3.16 0.58 1.75  -0.45
C -3.81 0.70 3.13  -0.05
O -3.00 0.17 4.15  -0.74
C -1.37 0.86 -0.62  -0.23
H -2.84 0.87 -2.71  0.21
H -3.46 0.78 -5.06  0.21
H -1.87 -0.09 -6.74  0.21
H 0.37 -0.86 -6.01  0.21
H 0.99 -0.77 -3.65  0.21
H -1.34 -1.83 -1.07  0.21
H 0.29 -1.97 -1.76  0.17
H -0.90 -3.21 0.60  0.20
H 0.83 -3.51 0.32  0.16
H 1.36 -2.66 2.58  0.21
H 0.14 -3.92 2.67  0.21
H -0.59 -0.97 2.53  0.22
H -0.22 -1.77 4.10  0.16
H -1.99 -3.21 3.52  0.47
H 1.84 -0.95 1.42  0.21
H 2.22 -1.39 -0.25  0.17
H 2.53 2.43 1.84  0.21
H 4.82 3.23 1.94  0.21
H 6.49 2.47 0.30  0.21
H 5.82 0.87 -1.46  0.21
H 3.52 0.06 -1.58  0.21
H 0.70 1.26 1.95  0.21
H 0.46 2.44 0.63  0.18
H -1.40 1.39 2.66  0.21
H -2.10 2.45 1.42  0.16
H -2.91 -0.46 1.57  0.22
H -3.88 0.91 1.00  0.20
H -4.78 0.19 3.11  0.16
H -3.98 1.75 3.39  0.17
H -2.72 -0.71 3.87  0.49
H -2.37 0.41 -0.65  0.21
H -1.44 1.90 -1.01  0.18

As for the energy relative to the best compared isomer or geometry (same formula, charge and spin): 223.13 kJ/mol. For the molar mass, the calculation gives 408.542 g/mol. As for the SMILES: O=C1[C@]2(c3ccccc3)CN(CCCO)C[C@@]1(c1ccccc1)CN(CCCO)C2.

Here is a structure of composition C31H26AsF6LaN2P2S from the Open Molecules 2025 dataset. Energies are from ωB97M-V/def2-TZVPD.

Each line ends with the natural charge from an NBO analysis.
Element x y z (Å)
La 0.78 0.61 -0.21  1.95
C -1.10 -2.12 -2.18  -0.76
P -0.56 -0.42 -2.73  0.74
C -2.06 0.32 -3.39  -0.28
C -2.63 -0.10 -4.60  -0.22
C -3.79 0.50 -5.05  -0.19
C -4.39 1.52 -4.32  -0.18
C -3.83 1.94 -3.13  -0.19
C -2.66 1.35 -2.67  -0.21
C 0.60 -0.70 -4.08  -0.29
C 1.65 0.21 -4.20  -0.20
C 2.57 0.09 -5.22  -0.19
C 2.45 -0.94 -6.14  -0.17
C 1.41 -1.85 -6.04  -0.19
C 0.49 -1.73 -5.01  -0.22
C -0.75 -2.49 -0.78  0.35
C -1.10 -3.73 -0.12  -0.23
C -0.51 -3.69 1.10  -0.24
C 0.19 -2.44 1.18  0.36
C 1.04 -1.92 2.28  -0.78
P 0.49 -0.19 2.68  0.81
C -0.97 -0.45 3.71  -0.39
C -2.21 -0.16 3.15  -0.19
C -3.38 -0.39 3.86  -0.19
C -3.30 -0.90 5.15  -0.17
C -2.06 -1.18 5.72  -0.22
C -0.90 -0.95 5.01  -0.13
C 1.81 0.50 3.69  -0.40
C 1.48 1.54 4.57  -0.19
C 2.48 2.22 5.25  -0.19
C 3.81 1.88 5.05  -0.18
C 4.15 0.86 4.17  -0.19
C 3.15 0.18 3.49  -0.15
N 0.00 -1.72 0.02  -0.74
H -0.65 -2.87 -2.83  0.28
H -2.18 -2.22 -2.33  0.28
H -2.16 -0.88 -5.19  0.22
H -4.23 0.17 -5.99  0.23
H -5.29 1.99 -4.69  0.23
H -4.28 2.75 -2.57  0.23
H -2.22 1.72 -1.75  0.21
H 1.76 1.02 -3.49  0.22
H 3.38 0.80 -5.30  0.23
H 3.18 -1.03 -6.94  0.23
H 1.32 -2.65 -6.76  0.23
H -0.32 -2.46 -4.96  0.21
H -1.71 -4.51 -0.54  0.25
H -0.53 -4.43 1.89  0.25
H 2.08 -1.88 1.94  0.30
H 0.98 -2.56 3.16  0.27
H -2.27 0.27 2.15  0.21
H -4.33 -0.16 3.42  0.23
H -4.20 -1.07 5.72  0.23
H -2.01 -1.57 6.73  0.23
H 0.06 -1.16 5.47  0.22
H 0.45 1.82 4.73  0.22
H 2.22 3.01 5.93  0.23
H 4.59 2.42 5.57  0.23
H 5.18 0.60 3.99  0.23
H 3.45 -0.59 2.79  0.21
F 1.57 2.70 0.88  -0.62
As 0.50 3.79 -0.01  2.85
F 0.97 2.75 -1.39  -0.64
F -0.69 2.46 0.29  -0.66
F -0.66 4.53 -0.99  -0.57
F 0.00 4.53 1.43  -0.57
F 1.77 4.85 -0.35  -0.56
S 3.31 -0.54 -0.59  -0.36
C 4.06 0.89 -0.01  0.03
N 4.53 1.86 0.42  -0.33

Its multiplicity is 2. As for the charge: +1. As for the energy relative to the best compared isomer or geometry (same formula, charge and spin): 19.04 kJ/mol. For the molar mass, the calculation gives 848.394 g/mol.

The highest energy relative to the best compared isomer or geometry (same formula, charge and spin) belongs to which entry?
C6H15NS

What is the energy relative to the best compared isomer or geometry (same formula, charge and spin) in the fifth record?
223.13 kJ/mol